No. 1
ORCA calculation (ωB97M-V with the def2-TZVPD basis set) on an isolated molecule of C4H12N2S in a non-equilibrium geometry.

```
! wB97M-V def2-TZVPD RIJCOSX def2/J DEFGRID3
* xyz 0 1
S -0.60943 -2.51764 1.27119
N -0.52431 1.22602 0.90059
N 2.02947 -0.65789 -1.13951
C -1.84708 1.52203 0.38224
C 0.25860 0.02487 0.43813
C 1.22770 0.47042 -0.62686
C -0.57529 -1.16713 0.01177
H -2.37641 2.06596 1.15629
H -1.80194 2.01910 -0.58646
H -0.11563 -1.66798 -0.83378
H -0.26109 -3.45926 0.39548
H 0.58787 0.81572 -1.44142
H 2.87077 -0.31436 -1.60183
H -1.59074 -0.89882 -0.24417
H 1.84631 1.29160 -0.31110
H 0.08479 2.03043 0.87436
H -2.40517 0.59119 0.30647
H 0.74358 -0.24405 1.38425
H 2.45799 -1.13023 -0.33565
*
```

DFT total energy, eV: -18157.0731
SMILES: CN[C@H](CN)CS

Atomic partial charges in e from the natural (NBO) method, atoms 1 to 8: number 1, S, carries -0.06; number 2, N, carries -0.64; number 3, N, carries -0.84; number 4, C, carries -0.42; number 5, C, carries -0.08; number 6, C, carries -0.23; number 7, C, carries -0.52; number 8, H, carries 0.20

=====

No. 2
ORCA calculation (ωB97M-V with the def2-TZVPD basis set) on C23H30FMnN6O6S2Sb as an isolated structure.

```
! wB97M-V def2-TZVPD RIJCOSX def2/J DEFGRID3
* xyz 2 4
Sb -0.58542 -1.73060 2.89466
Mn 0.56964 -0.36746 0.95285
S 3.54078 -3.02340 0.34769
S 0.51875 -2.73224 -1.49596
F -1.81936 5.40010 -0.71829
O -3.20079 5.52609 1.67598
O 0.89961 -4.09227 -1.26111
O -0.84918 -2.34594 -1.67229
O 1.73194 1.22934 0.21069
O 0.30282 3.62775 3.87135
O 0.64049 1.16471 2.08812
N 2.17349 -1.28193 1.61746
N 0.52033 4.00417 1.63140
N -1.40018 4.65789 2.76748
N 3.94900 -0.43856 -5.64661
N -1.13155 0.05446 0.05488
N 0.92774 -1.96123 -0.03683
C -1.26848 4.96803 0.40926
C 1.53073 -2.04873 -2.69701
C -2.04564 0.09524 -0.63781
C -0.16046 4.06391 2.84181
C -2.65492 -1.91323 2.60117
C -3.99856 1.42809 -1.17564
C 3.39608 -1.31213 2.26869
C -2.07995 5.10039 1.62951
C 0.22663 -3.65613 3.02554
C 3.15926 -0.96787 -4.69047
C -0.20127 -0.63473 4.63929
C 1.32219 -0.73626 -3.13908
C 4.24464 -2.19499 1.70802
C -0.04301 4.44879 0.43948
C 2.55385 -2.81939 -3.25998
C 1.75676 3.24588 1.60226
C 2.12315 -0.20001 -4.11237
C -2.67139 0.20674 -2.96859
C 2.13082 -2.11337 0.57593
C 3.35318 -2.28766 -4.24244
C 1.41106 1.81927 1.26366
C -3.21281 0.15449 -1.53010
C -4.04390 -1.11496 -1.30269
H -3.52858 0.25015 -3.63997
H 0.52059 -0.13729 -2.72459
H 4.12876 -2.89545 -4.68975
H -4.86556 1.48093 -1.83352
H -0.23119 -4.12625 3.89646
H 0.56987 4.35973 -0.44699
H 3.58333 -0.67669 3.11917
H -0.73416 -1.13398 5.44880
H -4.89446 -1.07905 -1.98314
H -2.08907 -0.68455 -3.20043
H -3.39903 2.32512 -1.32914
H -3.04880 -2.36935 3.51053
H 0.86814 -0.63907 4.83604
H -2.84258 -2.55913 1.74636
H 2.69814 -3.84284 -2.94269
H -4.35613 1.40667 -0.14653
H -3.46211 -2.01037 -1.51764
H -0.01381 -4.21492 2.12361
H 5.24256 -2.43986 2.03368
H 1.95686 0.81257 -4.45650
H -0.54753 0.38883 4.51482
H 2.44354 3.64745 0.86068
H -1.89479 4.74691 3.64550
H -3.10736 -0.93579 2.45575
H 1.30341 -3.59160 3.16152
H -4.43407 -1.16020 -0.28582
H 3.75496 0.46952 -6.02827
H 2.19715 3.28537 2.59799
H -2.06781 1.09969 -3.13375
H 4.63363 -0.99885 -6.12210
*
```

DFT total energy, eV: -107795.4537
<S²>: 4.14

Atomic partial charges in e from the natural (NBO) method, atoms 1 to 8: number 1, Sb, carries 1.57; number 2, Mn, carries 1.25; number 3, S, carries 0.57; number 4, S, carries 2.36; number 5, F, carries -0.28; number 6, O, carries -0.51; number 7, O, carries -0.91; number 8, O, carries -0.94

=====

No. 3
ORCA calculation (ωB97M-V with the def2-TZVPD basis set) on C4H7LiMgO2 as an isolated structure in a non-equilibrium geometry.

```
! wB97M-V def2-TZVPD RIJCOSX def2/J DEFGRID3
* xyz 2 1
Mg 1.26072 0.73052 0.13332
O -0.56948 1.98580 -0.82976
O 2.95993 -0.30977 0.55027
C -1.66178 1.37963 -0.94085
C 0.71521 -1.27745 0.22062
C 2.21389 -1.31749 0.05948
C -1.73119 0.06216 -0.34306
Li -2.50983 2.72110 0.67513
H -0.12049 -1.94186 -0.01657
H 0.59161 -1.21867 1.28526
H -2.49545 -0.58495 -0.74409
H 2.64517 0.13936 1.32981
H 2.77955 -2.07845 -0.46656
H -1.63576 0.04415 0.73118
H -2.44209 1.66593 -1.64419
*
```

DFT total energy, eV: -13984.8521

Atomic partial charges in e from the natural (NBO) method, atoms 1 to 8: number 1, Mg, carries 1.76; number 2, O, carries -0.82; number 3, O, carries -0.69; number 4, C, carries 0.12; number 5, C, carries -0.86; number 6, C, carries 0.23; number 7, C, carries -0.71; number 8, Li, carries 0.98

=====

No. 4
ORCA calculation (ωB97M-V with the def2-TZVPD basis set) on an isolated molecule of C2H7OPS in a non-equilibrium geometry.

```
! wB97M-V def2-TZVPD RIJCOSX def2/J DEFGRID3
* xyz 0 1
S -1.03408 0.72107 0.04744
P -1.49472 0.13116 -2.02978
O -1.22840 2.27927 0.14655
C 0.79425 0.14364 -0.02852
C 1.08033 -0.42401 1.32638
H 0.90367 -0.60068 -0.74462
H 1.16417 0.37608 2.05551
H 0.10953 -1.12623 1.42595
H -0.97938 -1.08793 -1.68388
H 2.01752 -0.97735 1.42769
H -2.73476 -0.37465 -1.60921
H 1.40186 0.93964 -0.33351
*
```

DFT total energy, eV: -24356.7045
SMILES: CCS(=O)#[PH2]

Atomic partial charges in e from the natural (NBO) method, atoms 1 to 8: number 1, S, carries 0.88; number 2, P, carries 0.18; number 3, O, carries -0.93; number 4, C, carries -0.54; number 5, C, carries -0.62; number 6, H, carries 0.21; number 7, H, carries 0.22; number 8, H, carries 0.21

=====

No. 5
ORCA calculation (ωB97M-V with the def2-TZVPD basis set) on a 2-piece molecular cluster, CH2ClN2O2 overall in a non-equilibrium geometry.

```
! wB97M-V def2-TZVPD RIJCOSX def2/J DEFGRID3
* xyz -1 1
Cl 0.45486 -1.85388 -0.04158
O -2.59405 -0.59824 1.06909
O -2.44885 -1.84769 -0.68196
N -1.93044 0.24304 -0.78837
N -2.38500 -0.72069 -0.12253
C 1.19706 -0.32677 0.12039
H 0.59435 0.00757 0.94437
H -1.73862 0.05841 -1.73642
*
```

DFT total energy, eV: -20661.3564

Listed below, in e, are the natural (NBO) charges computed for each atom: number 1, Cl, carries 0.05; number 2, O, carries -0.55; number 3, O, carries -0.63; number 4, N, carries -0.68; number 5, N, carries 0.58; number 6, C, carries -0.18; number 7, H, carries 0.10; number 8, H, carries 0.32

=====

No. 6
ORCA calculation (ωB97M-V with the def2-TZVPD basis set) on a 2-piece molecular cluster, C2H5NS2 overall in a non-equilibrium geometry.

```
! wB97M-V def2-TZVPD RIJCOSX def2/J DEFGRID3
* xyz 0 1
S -0.97236 -1.59686 1.78496
S 0.46470 1.46569 -2.23079
N -0.11134 0.69867 -0.57462
C 0.41766 -0.31326 1.42404
C 0.81605 -0.19414 0.10938
H 0.17245 0.44290 2.05141
H -0.27982 2.55914 -2.18029
H 1.17565 -0.86927 1.90153
H 2.12670 -0.71729 -0.37945
H -1.69533 -1.16302 0.56193
*
```

DFT total energy, eV: -25310.6907

Atomic partial charges in e from the natural (NBO) method, atoms 1 to 8: number 1, S, carries -0.09; number 2, S, carries 0.09; number 3, N, carries -0.51; number 4, C, carries -0.58; number 5, C, carries 0.11; number 6, H, carries 0.25; number 7, H, carries 0.12; number 8, H, carries 0.23

=====

No. 7
ORCA calculation (ωB97M-V with the def2-TZVPD basis set) on a 2-piece molecular cluster, C2H6N overall in a non-equilibrium geometry.

```
! wB97M-V def2-TZVPD RIJCOSX def2/J DEFGRID3
* xyz 1 3
N -0.67531 0.51431 0.00005
C -0.12183 -0.89056 0.00405
C 0.78399 0.26189 -0.05304
H 1.39204 0.51096 -1.02168
H -0.27039 -1.46323 -0.90758
H -1.08877 0.71529 0.92461
H -0.50240 -1.45245 0.85787
H 1.60220 1.10539 1.06787
H -1.11952 0.69840 -0.87215
*
```

DFT total energy, eV: -3645.6101
<S²>: 2.00

Atomic partial charges in e from the natural (NBO) method, atoms 1 to 8: number 1, N, carries -0.56; number 2, C, carries -0.28; number 3, C, carries 0.10; number 4, H, carries 0.28; number 5, H, carries 0.26; number 6, H, carries 0.47; number 7, H, carries 0.27; number 8, H, carries 0.01

=====

No. 8
ORCA calculation (ωB97M-V with the def2-TZVPD basis set) on C8H11InN3O6 as an isolated structure in a non-equilibrium geometry.

```
! wB97M-V def2-TZVPD RIJCOSX def2/J DEFGRID3
* xyz 3 1
In -5.18794 4.47426 1.17753
O -4.15452 -1.34798 2.87676
O -4.92615 -0.33596 -2.57585
O -3.29183 -2.34009 4.60591
O -5.58798 -2.35329 -2.77590
O 2.09101 0.06924 0.30464
O 1.39988 2.14907 0.45259
N -3.81943 -2.32322 3.52386
N 2.26564 1.26737 0.33941
N -4.88915 -1.42423 -3.10032
C 4.76117 0.77355 0.03299
C -4.14108 -3.64021 2.89410
C 3.68904 1.73601 0.33960
C 4.08324 3.11130 0.52368
C 5.40693 3.47225 0.42077
C -3.98954 -1.69818 -4.24871
C 6.39026 2.54212 0.15352
C 6.02609 1.23258 -0.05465
H -5.15885 -3.34727 2.63635
H 6.72453 0.50471 -0.44037
H 7.40501 2.85739 -0.03959
H 4.45810 -0.24686 -0.14953
H -4.42130 -1.40123 -5.20447
H -3.77901 -2.76547 -4.31707
H 5.76227 4.48043 0.57473
H 3.41470 3.95946 0.53187
H -4.01292 -4.40379 3.66131
H -3.53277 -3.71251 1.99253
H -2.98540 -1.28946 -4.13568
*
```

DFT total energy, eV: -30358.6937

Atomic partial charges in e from the natural (NBO) method, atoms 1 to 8: number 1, In, carries 1.00; number 2, O, carries -0.30; number 3, O, carries -0.27; number 4, O, carries -0.19; number 5, O, carries -0.20; number 6, O, carries -0.25; number 7, O, carries -0.28; number 8, N, carries 0.54